--- 1 ---
ORCA calculation (the ωB97M-V functional and the def2-TZVPD basis) on a cluster of 2 separate species, C3H10NS in total.

The LUMO energy comes out at -6.34 eV. The total charge is +1. The gap between HOMO and LUMO comes out at 6.88 eV. For the HOMO energy, the calculation gives -13.220 eV.

Geometry (Å):
C (1.696, -0.072, -1.777)
N (0.692, 0.729, -1.878)
H (2.198, -0.342, -2.721)
H (2.256, -0.152, -0.835)
H (-0.175, 0.928, -1.391)
H (0.849, 1.310, -2.725)
C (-0.182, -0.108, 1.922)
C (-1.411, 0.018, 1.025)
S (-1.243, -0.962, -0.474)
H (-0.235, 0.384, 2.917)
H (0.310, -1.077, 1.897)
H (0.627, 0.542, 1.474)
H (-1.525, 1.068, 0.800)
H (-2.314, -0.092, 1.670)
H (-1.541, -2.176, 0.095)

natural (NBO) population analysis, charges in e, atoms 1 to 5: atom 1 (C): 0.20, atom 2 (N): -0.62, atom 3 (H): 0.23, atom 4 (H): 0.25, atom 5 (H): 0.47


--- 2 ---
ORCA calculation (the ωB97M-V functional and the def2-TZVPD basis) on the ion C3H10NS with charge +1.

The LUMO energy comes out at -3.40 eV. The total charge is +1. The gap between HOMO and LUMO comes out at 10.60 eV. For the HOMO energy, the calculation gives -14.001 eV. Its structure (SMILES) is C[NH2+][C@@H](C)S.

Geometry (Å):
C (0.355, 1.544, 0.398)
C (-1.541, -0.971, -0.232)
C (0.648, 0.175, -0.198)
N (-0.236, -0.818, 0.426)
S (2.433, -0.327, -0.073)
H (0.598, 1.560, 1.559)
H (1.126, 2.187, -0.071)
H (-0.772, 1.763, 0.342)
H (-1.505, -0.859, -1.310)
H (-1.882, -1.980, -0.054)
H (-2.288, -0.133, 0.043)
H (0.443, 0.203, -1.220)
H (0.162, -1.677, 0.212)
H (-0.379, -0.684, 1.392)
H (2.839, 0.016, -1.213)

natural (NBO) population analysis, charges in e, atoms 1 to 5: atom 1 (C): -0.65, atom 2 (C): -0.45, atom 3 (C): -0.16, atom 4 (N): -0.49, atom 5 (S): 0.02


Energetically preferred structure: 2 | next structure: +0.0579 hartree


--- 1 ---
ORCA calculation (the ωB97M-V functional and the def2-TZVPD basis) on the ion C3H10NS with charge +1.

The LUMO energy comes out at -3.38 eV. The total charge is +1. The gap between HOMO and LUMO comes out at 9.88 eV. For the HOMO energy, the calculation gives -13.270 eV. Its structure (SMILES) is C[NH2+]CCS.

Geometry (Å):
C (-0.840, -1.787, 0.888)
C (0.582, -0.196, -0.246)
C (0.453, 1.288, -1.148)
N (-0.668, -0.321, 0.426)
S (0.346, 2.817, -0.166)
H (-1.656, -1.897, 1.743)
H (-0.859, -2.490, 0.039)
H (0.104, -2.031, 1.544)
H (1.460, -0.253, 0.369)
H (0.555, -0.991, -0.981)
H (1.419, 1.321, -1.685)
H (-0.572, 1.139, -1.576)
H (-1.365, -0.040, -0.214)
H (-0.647, 0.338, 1.218)
H (1.689, 3.104, -0.212)

natural (NBO) population analysis, charges in e, atoms 1 to 5: atom 1 (C): -0.46, atom 2 (C): -0.24, atom 3 (C): -0.53, atom 4 (N): -0.50, atom 5 (S): -0.01


--- 2 ---
ORCA calculation (the ωB97M-V functional and the def2-TZVPD basis) on the ion C3H10NS with charge +1.

The LUMO energy comes out at -3.66 eV. The total charge is +1. The gap between HOMO and LUMO comes out at 9.48 eV. For the HOMO energy, the calculation gives -13.139 eV. Its structure (SMILES) is C[C@H]([NH3+])CS.

Geometry (Å):
C (1.291, -0.052, -0.798)
C (-0.058, -0.293, -0.187)
C (-0.009, 0.092, 1.224)
S (0.038, -1.569, 2.026)
N (-1.056, 0.809, -0.998)
H (1.833, 0.625, -0.284)
H (1.338, 0.223, -1.898)
H (1.980, -1.022, -0.789)
H (-0.468, -1.342, -0.472)
H (0.925, 0.581, 1.578)
H (-0.998, 0.504, 1.507)
H (-1.158, -1.597, 2.645)
H (-1.195, 1.615, -0.454)
H (-0.485, 1.023, -1.881)
H (-1.978, 0.402, -1.219)

natural (NBO) population analysis, charges in e, atoms 1 to 5: atom 1 (C): -0.67, atom 2 (C): -0.02, atom 3 (C): -0.58, atom 4 (S): 0.00, atom 5 (N): -0.73


Energetically preferred structure: 2 | next structure: +0.0023 hartree


--- 1 ---
ORCA calculation (the ωB97M-V functional and the def2-TZVPD basis) on a cluster of 2 separate species, C2H2ClFNO2 in total.

The LUMO energy (alpha / beta) comes out at 3.04 / 3.14 eV. The total charge is -1. The gap between HOMO and LUMO (alpha / beta) comes out at 7.05 / 7.63 eV. For the HOMO energy (alpha / beta), the calculation gives -4.002 / -4.494 eV.

Geometry (Å):
C (0.608, 1.896, -0.991)
C (-0.079, -1.556, 0.133)
N (1.219, 0.930, -0.194)
O (1.007, 2.974, -0.469)
O (0.010, 1.779, -2.039)
F (-1.204, -1.307, 0.879)
Cl (0.920, -2.801, 0.721)
H (-0.461, -1.500, -0.947)
H (1.002, 0.864, 0.708)

natural (NBO) population analysis, charges in e, atoms 1 to 5: atom 1 (C): 0.80, atom 2 (C): 0.15, atom 3 (N): -0.64, atom 4 (O): -0.68, atom 5 (O): -0.74


--- 2 ---
ORCA calculation (the ωB97M-V functional and the def2-TZVPD basis) on a cluster of 2 separate species, C2H2ClFNO2 in total.

The LUMO energy (alpha / beta) comes out at 3.48 / 3.50 eV. The total charge is -1. The gap between HOMO and LUMO (alpha / beta) comes out at 8.45 / 8.12 eV. For the HOMO energy (alpha / beta), the calculation gives -4.964 / -4.619 eV.

Geometry (Å):
C (-1.689, 0.024, 0.457)
C (1.657, -0.063, 0.208)
N (-0.756, -0.247, -0.697)
O (-2.681, 0.667, 0.229)
O (-1.259, -0.508, 1.480)
F (-0.647, 0.869, -1.604)
Cl (2.570, -1.028, -0.974)
H (1.481, 0.950, -0.147)
H (1.324, -0.665, 1.049)

natural (NBO) population analysis, charges in e, atoms 1 to 5: atom 1 (C): 0.77, atom 2 (C): -0.34, atom 3 (N): 0.01, atom 4 (O): -0.71, atom 5 (O): -0.75


Energetically preferred structure: 1 | next structure: +0.0269 hartree